(1)
One molecule with the formula C4H8O2 at a distorted geometry, computed with ωB97M-V/def2-TZVPD.

```
! wB97M-V def2-TZVPD RIJCOSX def2/J DEFGRID3
* xyz 0 1
H 2.055 1.766 0.167
H -1.401 0.551 1.416
H 1.454 -0.409 -0.360
C -1.206 -0.110 0.459
O 1.902 1.577 -0.769
H -1.420 -1.979 -0.590
H -0.676 1.799 -0.507
H 0.107 -1.854 0.282
C 1.013 0.480 -0.831
H -1.410 -2.148 1.163
H 0.845 0.272 -1.888
C -0.960 -1.599 0.335
O -0.028 0.796 1.259
C -0.274 0.856 -0.137
*
```

The value obtained for the energy above the lowest of the compared OMol25 structures with the same formula, charge and spin is 104.6 kcal per mole. As for the structure (SMILES): C[C@H]1O[C@H]1CO. For the HOMO energy, the calculation gives -0.35906 Ha. The total energy is -8368.74602 eV.

So, what does the natural (NBO) scheme give us? The charges, in e, come out as:
1 H 0.47
2 H 0.35
3 H 0.17
4 C -0.02
5 O -0.71
6 H 0.23
7 H 0.19
8 H 0.23
9 C -0.08
10 H 0.23
11 H 0.18
12 C -0.67
13 O -0.56
14 C 0.00

=====

(2)
C3H3BrClIO2 as an isolated structure at a distorted geometry, computed with ωB97M-V/def2-TZVPD.

```
! wB97M-V def2-TZVPD RIJCOSX def2/J DEFGRID3
* xyz 0 1
O 4.391 -0.797 1.472
H -1.093 -0.049 1.734
Br -0.562 -4.832 0.271
C -0.924 0.012 0.634
O 1.115 -0.873 -0.362
I 4.240 1.091 -0.910
C 0.196 -0.381 0.199
Cl 4.560 -2.043 -0.693
H -1.240 -4.150 -0.606
C 4.474 -0.687 0.319
H -1.676 0.287 -0.171
*
```

The value obtained for the energy above the lowest of the compared OMol25 structures with the same formula, charge and spin is 0.4 kcal per mole. For the HOMO energy, the calculation gives -0.35429 Ha. The total energy is -97918.22638 eV.

So, what does the natural (NBO) scheme give us? The charges, in e, come out as:
1 O -0.48
2 H 0.28
3 Br -0.17
4 C -0.78
5 O -0.48
6 I 0.08
7 C 0.70
8 Cl 0.03
9 H 0.17
10 C 0.36
11 H 0.28

=====

(3)
One molecule with the formula C5H5N5S at a distorted geometry, computed with ωB97M-V/def2-TZVPD.

```
! wB97M-V def2-TZVPD RIJCOSX def2/J DEFGRID3
* xyz 0 1
C -2.470 0.435 -0.019
N -0.154 -1.048 0.255
C 2.057 -1.697 0.161
H -2.400 -0.405 0.579
N 2.921 1.796 0.021
H 2.725 -2.481 -0.174
H -2.412 0.130 -1.058
C 2.704 -0.413 0.224
C 2.057 0.831 0.240
N 4.046 1.171 -0.052
S -0.979 1.470 0.298
H -3.414 0.986 -0.034
N 4.032 -0.184 0.023
C -0.020 0.162 0.371
N 0.831 -1.941 0.063
H 4.923 1.714 -0.460
*
```

The value obtained for the energy above the lowest of the compared OMol25 structures with the same formula, charge and spin is 121.5 kcal per mole. For the HOMO energy, the calculation gives -0.33048 Ha. The total energy is -23545.78428 eV.

So, what does the natural (NBO) scheme give us? The charges, in e, come out as:
1 C -0.73
2 N -0.35
3 C 0.08
4 H 0.24
5 N -0.28
6 H 0.20
7 H 0.23
8 C -0.08
9 C 0.07
10 N -0.15
11 S 0.40
12 H 0.24
13 N -0.22
14 C 0.16
15 N -0.24
16 H 0.42

=====

(4)
A 3-piece molecular cluster, C25H35N3O9S overall at a distorted geometry, computed with ωB97M-V/def2-TZVPD.

```
! wB97M-V def2-TZVPD RIJCOSX def2/J DEFGRID3
* xyz 0 1
H 2.651 1.687 -3.904
C 4.102 0.263 9.071
H 1.551 3.730 2.829
H 2.930 0.383 2.323
H -4.910 -2.610 -1.742
C 2.016 2.117 -4.748
H -8.166 -2.288 -5.467
O 2.182 -0.659 0.303
H 0.128 1.988 -3.500
H 1.424 1.298 -0.169
O -3.242 -1.234 -2.872
H -0.210 -2.040 0.018
H 0.301 3.362 4.133
C 4.583 -0.722 6.507
C -0.104 0.051 0.850
C 1.151 1.543 3.196
S 2.011 -0.978 -1.323
C 3.319 -0.259 6.862
O -3.821 -0.433 -4.800
C -7.450 -2.353 -4.655
C -0.324 -1.524 -2.930
C 2.106 1.111 1.997
C -7.746 -3.111 -3.526
C -6.832 -3.198 -2.480
C -0.897 -0.472 -4.025
H -1.691 -0.941 -4.691
C 0.468 1.750 -4.572
H 2.889 0.563 -5.849
H -7.069 -3.788 -1.601
H 2.154 3.257 -4.761
H 1.243 -0.402 -4.741
O 2.293 -2.458 -1.488
C 0.655 3.086 3.077
H 6.167 -0.192 9.458
O -0.452 4.014 1.114
H 0.518 -2.130 -3.415
H -0.113 2.393 -5.306
C -5.615 -2.533 -2.562
H 0.015 0.137 -6.024
O 2.932 -0.195 -2.207
C 3.072 0.241 8.138
H 0.065 0.452 -1.872
H 3.920 0.643 10.070
C 5.366 -0.206 8.726
C -0.562 -1.006 -0.304
H -2.200 2.520 1.401
N 2.507 1.497 -6.040
H -1.701 -0.995 -0.439
C -6.236 -1.682 -4.744
H -6.017 -1.095 -5.628
H 2.672 2.060 1.674
H -0.325 -0.484 1.841
O 2.474 -0.781 4.785
H 3.256 2.110 -6.380
H -1.426 0.368 -3.446
C -0.590 3.280 2.123
H 0.301 0.827 3.427
H 4.782 -1.108 5.513
H -8.692 -3.639 -3.462
H -1.176 -2.234 -2.642
C -5.322 -1.782 -3.697
C 0.285 0.183 -4.910
O 1.140 0.125 6.223
O -1.845 2.669 2.304
H 1.807 1.541 4.139
N -4.032 -1.097 -3.798
H 6.595 -1.055 7.180
H -0.798 0.953 0.697
C 5.608 -0.693 7.445
C 1.404 0.535 0.692
H 2.092 0.608 8.420
C 0.198 -0.661 -1.696
N 2.231 -0.308 5.884
*
```

As for the structure (SMILES): NCCCCC[C@H]1CC[C@@H](CCCC(=O)O)OS1(=O)=O.O=[N+]([O-])c1ccccc1.O=[N+]([O-])c1ccccc1. For the HOMO energy, the calculation gives -0.31893 Ha. The total energy is -60216.94234 eV.

So, what does the Löwdin scheme give us? The charges, in e, come out as:
1 H 0.09
2 C -0.07
3 H 0.13
4 H 0.12
5 H 0.12
6 C -0.28
7 H 0.11
8 O -0.24
9 H 0.10
10 H 0.15
11 O 0.04
12 H 0.12
13 H 0.13
14 C 0.00
15 C -0.12
16 C -0.18
17 S 0.77
18 C -0.14
19 O 0.08
20 C -0.06
21 C -0.16
22 C -0.11
23 C -0.07
24 C -0.07
25 C -0.20
26 H 0.09
27 C -0.19
28 H 0.06
29 H 0.11
30 H 0.11
31 H 0.10
32 O -0.34
33 C -0.08
34 H 0.11
35 O 0.03
36 H 0.12
37 H 0.11
38 C 0.00
39 H 0.11
40 O -0.33
41 C 0.00
42 H 0.12
43 H 0.11
44 C -0.07
45 C -0.14
46 H 0.11
47 N -0.04
48 H 0.12
49 C 0.00
50 H 0.12
51 H 0.13
52 H 0.13
53 O 0.07
54 H 0.06
55 H 0.10
56 C -0.42
57 H 0.11
58 H 0.12
59 H 0.11
60 H 0.11
61 C -0.14
62 C -0.18
63 O 0.07
64 O 0.04
65 H 0.09
66 N -0.31
67 H 0.11
68 H 0.11
69 C -0.06
70 C -0.30
71 H 0.12
72 C -0.30
73 N -0.34

=====

(5)
C3H4NaO3Rb as an isolated structure at a distorted geometry, computed with ωB97M-V/def2-TZVPD.

```
! wB97M-V def2-TZVPD RIJCOSX def2/J DEFGRID3
* xyz 0 1
H -0.635 -3.079 -1.627
H 0.583 0.611 -0.852
H -0.666 0.550 0.591
Na -0.578 3.908 -0.505
C 0.786 2.147 0.638
C -0.192 1.160 -0.239
Rb 2.155 -1.493 2.544
O -1.102 1.832 -1.004
O 1.548 1.546 1.417
O 0.207 -2.777 0.186
C -0.584 -2.468 -0.703
H -1.523 -1.936 -0.447
*
```

The value obtained for the energy above the lowest of the compared OMol25 structures with the same formula, charge and spin is 5.1 kcal per mole. For the HOMO energy, the calculation gives -0.16295 Ha. The total energy is -14386.17508 eV.

So, what does the natural (NBO) scheme give us? The charges, in e, come out as:
1 H 0.12
2 H 0.10
3 H 0.09
4 Na 0.75
5 C 0.13
6 C -0.18
7 Rb 0.92
8 O -1.01
9 O -0.79
10 O -0.58
11 C 0.31
12 H 0.15

=====

(6)
CF4FeNO2S2 as an isolated structure at a distorted geometry, computed with ωB97M-V/def2-TZVPD.

```
! wB97M-V def2-TZVPD RIJCOSX def2/J DEFGRID3
* xyz 2 6
N 0.915 1.050 0.478
F -0.890 2.186 -1.458
F -1.398 -1.768 1.599
S 0.744 -0.483 0.873
O 0.925 -1.514 -0.271
O 1.594 2.809 -1.187
C -1.147 -0.684 0.881
F -1.645 -0.859 -0.328
F -1.704 0.380 1.427
S 0.699 1.657 -1.013
Fe 1.907 -2.775 -0.999
*
```

The value obtained for the energy above the lowest of the compared OMol25 structures with the same formula, charge and spin is 14.7 kcal per mole. For the HOMO energy (spin up / spin down), the calculation gives -0.70999 / -0.71514 Ha. The total energy is -73523.64478 eV. The expectation value of S² is 8.77.

So, what does the natural (NBO) scheme give us? The charges, in e, come out as:
1 N -0.96
2 F -0.40
3 F -0.28
4 S 1.40
5 O -1.11
6 O -0.54
7 C 0.83
8 F -0.28
9 F -0.25
10 S 1.83
11 Fe 1.76

=====

> Which value of total energy does entry 3 give?

-23545.78428 eV

=====

Copy entry 5 word for word.
C3H4NaO3Rb as an isolated structure at a distorted geometry, computed with ωB97M-V/def2-TZVPD.

```
! wB97M-V def2-TZVPD RIJCOSX def2/J DEFGRID3
* xyz 0 1
H -0.635 -3.079 -1.627
H 0.583 0.611 -0.852
H -0.666 0.550 0.591
Na -0.578 3.908 -0.505
C 0.786 2.147 0.638
C -0.192 1.160 -0.239
Rb 2.155 -1.493 2.544
O -1.102 1.832 -1.004
O 1.548 1.546 1.417
O 0.207 -2.777 0.186
C -0.584 -2.468 -0.703
H -1.523 -1.936 -0.447
*
```

The value obtained for the energy above the lowest of the compared OMol25 structures with the same formula, charge and spin is 5.1 kcal per mole. For the HOMO energy, the calculation gives -0.16295 Ha. The total energy is -14386.17508 eV.

So, what does the natural (NBO) scheme give us? The charges, in e, come out as:
1 H 0.12
2 H 0.10
3 H 0.09
4 Na 0.75
5 C 0.13
6 C -0.18
7 Rb 0.92
8 O -1.01
9 O -0.79
10 O -0.58
11 C 0.31
12 H 0.15